108
Properties=species:S:1:pos:R:3 method="wB97M-V/def2-TZVPD" lumo_energy_ev=-1.79 charge=0 homo_lumo_gap_ha=0.2987
O -2.373 -3.012 -1.519
C -3.580 -2.965 -1.549
F -4.236 -1.872 -1.953
N -4.441 -3.994 -1.185
C -4.381 -4.286 0.249
O -5.151 -3.726 0.998
B -3.376 -5.403 0.839
C -3.017 -5.320 2.335
C -1.637 -5.863 2.757
C -0.597 -4.776 2.993
C 0.062 -4.277 1.689
S -0.039 -2.525 1.429
O 0.809 -1.850 2.359
O 0.112 -2.240 0.045
Cl -1.946 -1.991 1.941
C -2.860 -6.537 -0.178
F -1.826 -6.040 -0.877
F -3.815 -6.871 -1.069
F -2.466 -7.678 0.387
H -5.398 -3.738 -1.406
H -3.059 -4.269 2.600
H -3.816 -5.767 2.917
H -1.762 -6.380 3.698
H -1.220 -6.590 2.072
H -0.988 -3.967 3.595
H 0.195 -5.223 3.575
H -0.332 -4.765 0.810
H 1.123 -4.472 1.708
O 3.476 -2.445 1.768
C 4.363 -2.074 0.711
C 5.075 -0.792 1.075
O 5.780 -0.956 2.302
H 2.743 -1.813 1.776
H 5.083 -2.885 0.611
H 3.812 -1.967 -0.228
H 5.796 -0.510 0.307
H 4.344 0.020 1.191
H 5.218 -1.508 2.860
O 2.346 1.555 6.533
C 1.992 1.628 5.150
C 1.241 0.381 4.736
O 0.080 0.218 5.546
H 3.033 0.889 6.628
H 1.352 2.503 5.046
H 2.889 1.768 4.539
H 0.925 0.441 3.696
H 1.880 -0.504 4.858
H 0.342 0.491 6.433
O -2.883 -1.281 7.259
C -3.967 -0.803 6.461
C -3.812 -1.304 5.043
O -3.759 -2.727 5.022
H -2.085 -0.824 6.973
H -4.877 -1.201 6.906
H -4.004 0.290 6.489
H -4.648 -0.988 4.419
H -2.880 -0.914 4.614
H -3.258 -2.981 5.805
O 7.724 1.471 2.298
C 7.430 2.834 1.995
C 6.738 3.486 3.172
O 7.545 3.400 4.335
H 6.889 0.987 2.318
H 8.385 3.323 1.805
H 6.814 2.892 1.092
H 6.544 4.540 2.974
H 5.781 2.982 3.367
H 7.961 2.531 4.305
O -3.486 0.888 -4.219
C -2.212 0.234 -4.314
C -2.214 -0.778 -5.440
O -2.506 -0.163 -6.686
H -4.115 0.241 -3.885
H -1.480 1.015 -4.511
H -1.978 -0.244 -3.359
H -1.238 -1.253 -5.528
H -2.968 -1.553 -5.242
H -3.175 0.507 -6.517
O -5.597 2.277 -6.513
C -6.747 2.909 -5.951
C -6.325 3.928 -4.915
O -5.457 4.894 -5.490
H -5.212 1.715 -5.833
H -7.258 3.401 -6.778
H -7.417 2.160 -5.516
H -7.192 4.452 -4.512
H -5.798 3.429 -4.091
H -4.885 4.414 -6.101
O -4.194 7.224 -7.181
C -4.492 8.465 -7.819
C -5.163 9.404 -6.840
O -4.337 9.614 -5.705
H -5.024 6.765 -7.011
H -3.538 8.879 -8.142
H -5.123 8.298 -8.699
H -5.353 10.373 -7.301
H -6.119 8.977 -6.508
H -3.929 8.761 -5.513
O 8.895 1.001 -0.746
C 9.507 -0.157 -1.310
C 10.267 -0.912 -0.240
O 9.415 -1.268 0.836
H 9.592 1.625 -0.526
H 8.694 -0.769 -1.696
H 10.166 0.123 -2.138
H 10.694 -1.828 -0.650
H 11.083 -0.288 0.151
H 8.829 -0.514 0.990